Here is 2 unconnected molecules or ions with the total composition C3H10OS2 from the Open Molecules 2025 dataset. Energies are from ωB97M-V/def2-TZVPD.

The geometry in XYZ format:
```
16
Properties=species:S:1:pos:R:3:forces:R:3
S 0.67812 0.10070 -0.75616 -1.0 1.2 2.4
S 0.28796 1.49399 1.11227 0.2 -1.2 -2.6
O -2.60820 -0.55501 -2.81603 0.6 -0.4 0.2
C 0.54563 -1.38893 0.32460 0.5 0.9 -1.0
C 1.55668 2.62363 0.60056 1.8 0.4 1.6
C -0.82399 -1.46801 1.00419 0.3 -0.2 -0.5
H -2.16932 -1.35502 -3.13808 -0.4 0.1 -0.2
H -1.29346 -2.44977 0.97144 0.3 -0.2 0.3
H -0.67798 -1.12184 2.02567 -0.5 -0.1 0.0
H 1.37174 -1.19390 1.00775 -0.2 -0.6 0.2
H 2.47638 2.04509 0.48329 -0.2 0.0 -0.8
H 1.38210 3.33270 -0.19941 -0.3 -0.3 -0.2
H 0.84450 -2.15299 -0.39746 -0.3 -0.4 0.4
H -1.94554 -0.26587 -2.17372 -0.2 0.4 0.1
H 1.89387 3.18584 1.49208 -0.7 0.2 -0.2
H -1.51848 -0.83060 0.45900 0.0 0.2 0.3
```
Positions in Å, forces in eV/Å.

Values from the calculation:
- HOMO-LUMO gap (eV) = 8.240
- SMILES = CCSSC.O
- ΔE to the lowest compared entry with this formula, charge and spin (kJ/mol) = 102.6
- charge = 0
- maximum force (eV/A) = 2.91